{
  "formula": "C7H18P2S",
  "method": "ωB97M-V/def2-TZVPD",
  "homo_energy_ev": [-8.632, -7.897],
  "charge": 0,
  "orbital_gap_ev": [7.01, 7.99],
  "elements": ["C", "C", "C", "C", "C", "C", "C", "P", "P", "S", "H", "H", "H", "H", "H", "H", "H", "H", "H", "H", "H", "H", "H", "H", "H", "H", "H", "H"],
  "positions_angstrom": [[-2.21303, 1.11435, 0.06581], [-1.10644, -1.04174, -0.46989], [0.59128, 2.31604, 0.56279], [0.04492, 0.38982, 2.05801], [1.73984, -3.59740, 0.13992], [-0.88928, 0.46376, -0.33915], [0.26877, 0.82133, 0.61386], [2.10036, 0.63255, -2.02843], [1.83421, -0.09926, 0.01228], [3.38060, 0.51220, 1.06496], [-2.11323, 2.18624, 0.21064], [-2.95323, 0.95216, -0.71374], [-2.58839, 0.66883, 0.98421], [-1.89187, -1.23948, -1.19509], [-0.19739, -1.54289, -0.79816], [-1.41292, -1.47300, 0.47896], [1.48652, 2.52723, 1.14728], [0.76151, 2.64489, -0.46478], [-0.22674, 2.90003, 0.98556], [-0.74924, 0.97422, 2.51878], [0.95981, 0.54994, 2.63046], [-0.20736, -0.66632, 2.12150], [0.85333, -3.67103, 0.73158], [1.68600, -3.73564, -0.92115], [2.69603, -3.55827, 0.61655], [-0.60696, 0.85405, -1.33015], [1.36256, -0.39679, -2.61773], [3.29812, -0.06451, -2.15533]],
  "atomic_forces_ev_per_a": [[0.2, 0.1, -0.1], [0.1, 0.2, -0.1], [0.0, 0.0, 0.0], [0.1, -0.1, -0.1], [0.1, 0.1, -0.1], [0.0, -0.1, 0.0], [0.4, -0.2, -0.1], [-0.1, 0.4, -0.1], [-0.1, 0.4, 0.7], [0.0, -0.3, -0.1], [-0.1, 0.1, 0.0], [-0.1, 0.0, -0.1], [-0.1, 0.0, 0.1], [-0.1, -0.1, -0.1], [0.0, -0.2, 0.0], [0.0, -0.1, 0.1], [0.0, 0.0, 0.0], [0.0, 0.1, 0.1], [-0.1, 0.0, 0.0], [-0.1, 0.0, 0.0], [0.0, 0.0, 0.0], [-0.1, -0.1, 0.1], [-0.3, 0.0, 0.2], [0.0, 0.0, -0.3], [0.3, 0.1, 0.2], [-0.1, 0.0, 0.1], [-0.3, -0.3, -0.3], [0.4, -0.2, -0.1]]
}


{
  "formula": "C7H18Si2",
  "method": "ωB97M-V/def2-TZVPD",
  "homo_energy_ev": -9.551,
  "charge": 0,
  "orbital_gap_ev": 10.47,
  "elements": ["C", "C", "C", "Si", "C", "Si", "C", "C", "C", "H", "H", "H", "H", "H", "H", "H", "H", "H", "H", "H", "H", "H", "H", "H", "H", "H", "H"],
  "positions_angstrom": [[4.17631, 1.56196, 0.01929], [4.56902, 0.09283, -0.00101], [3.64201, -0.85115, -0.14124], [1.69460, -0.47675, 0.14711], [0.42128, -1.98114, 0.09917], [-1.57397, -1.64522, 0.12133], [-2.03344, 0.17003, -0.25186], [-3.52567, 0.47773, -0.52349], [-4.35367, 1.23447, 0.51802], [5.12838, 2.26153, -0.15690], [3.76268, 1.97160, 1.03645], [3.50647, 1.88376, -0.69960], [5.68701, -0.02669, 0.10513], [3.71519, -1.97233, -0.14316], [1.27438, 0.15198, -1.12583], [1.46881, 0.47650, 1.17826], [0.45659, -2.49401, -0.95175], [0.78850, -2.72850, 0.72286], [-2.32334, -2.43429, -0.96783], [-2.16067, -1.94700, 1.56806], [-1.71415, 0.77239, 0.46708], [-1.62968, 0.56405, -1.22439], [-3.92572, -0.51053, -0.76065], [-3.37455, 1.00716, -1.48862], [-4.02898, 2.16436, 0.73329], [-5.32588, 1.44781, 0.26644], [-4.32150, 0.82946, 1.45385]],
  "atomic_forces_ev_per_a": [[3.1, 2.0, 2.9], [0.6, 0.7, 0.0], [-2.4, -1.4, 1.3], [0.2, -1.2, -2.8], [-1.0, 1.1, -2.7], [0.6, 0.3, 0.9], [-0.8, -1.9, -3.5], [0.2, -0.4, -0.8], [1.4, -1.7, -2.0], [-1.9, -1.6, 0.4], [0.7, -1.1, -1.6], [-1.6, 0.2, -1.6], [-1.4, -0.5, -0.4], [1.0, 1.2, -0.1], [0.0, 0.5, 0.0], [-0.1, 0.5, 1.1], [0.4, 1.1, 1.5], [0.1, -1.5, 1.5], [0.6, 0.2, 0.8], [0.5, 0.1, -1.5], [1.8, 2.7, 3.3], [0.8, -0.9, 1.2], [-0.8, 0.3, -0.1], [-1.5, 0.0, 0.6], [1.9, 3.4, 0.1], [-2.6, -0.3, -1.0], [-0.1, -1.9, 2.4]]
}


Respective energy above the lowest of the compared OMol25 structures with the same formula, charge and spin values: 5.62 327.36 kJ/mol.